Molecular formula: C52H62N2O
Method: DFT, wB97M-V/def2-TZVPD

Properties
* molecular weight: 731.081 g/mol
* Kohn-Sham gap: 9.49 eV
* SMILES string: CNC[C@H]1C[C@@H](CC(C)C)C(=O)N1.c1ccccc1.c1ccccc1.c1ccccc1.c1ccccc1.c1ccccc1.c1ccccc1.c1ccccc1
* HOMO level: -9.005 eV
* LUMO energy: 0.0179 hartree

Geometry as ORCA input:
```
! RIJCOSX wB97M-V def2-TZVPD def2/J DEFGRID3
* xyz 0 1
O -4.878 0.266 2.786
N -3.214 1.777 2.192
N -1.029 3.734 1.769
C -7.165 -3.195 -0.642
C -5.933 6.647 1.572
C -4.454 7.530 3.249
C 1.798 -2.998 0.461
C 5.584 -2.775 -7.446
C -2.711 -0.557 2.053
C -0.861 2.324 1.389
C -3.497 6.587 2.898
C 1.641 -6.674 -8.400
C 5.851 -3.985 -6.820
C 2.434 -4.953 -6.921
C 5.614 -4.131 -5.461
C -8.239 -3.359 0.222
C -0.697 -1.587 3.344
C 0.524 -6.853 -7.594
C 5.087 -1.708 -6.711
C 1.540 -1.784 -0.162
C -7.341 -1.655 1.663
C 2.735 3.651 -0.356
C 3.746 1.524 -1.827
C -6.263 -1.496 0.805
C 0.359 -6.077 -6.455
C 4.260 3.837 6.295
C 4.836 3.728 5.037
C -4.972 5.710 1.217
C 3.502 1.375 -0.468
C 2.278 -2.704 -2.257
C 2.996 2.437 0.266
C -2.065 0.171 0.884
C -2.212 1.701 1.107
C 4.853 -1.853 -5.350
C 2.981 3.344 6.518
C 0.557 -0.679 3.256
C 5.113 -3.066 -4.727
C 1.778 -1.638 -1.523
C 3.478 2.735 -2.451
C 2.596 -5.725 -8.062
C -8.327 -2.588 1.373
C -1.952 -0.679 3.389
C -6.177 -2.264 -0.349
C -0.621 -2.319 4.704
C 2.277 2.745 5.483
C -0.787 4.014 3.187
C -3.801 0.492 2.396
C 4.134 3.122 4.005
C 2.301 -4.063 -0.274
C 1.313 -5.126 -6.120
C -5.674 7.558 2.587
C 2.855 2.631 4.226
C 2.975 3.800 -1.715
C 2.544 -3.915 -1.632
C -3.753 5.676 1.881
H 5.816 -5.077 -4.974
H 3.468 -5.587 -8.689
H -5.337 -2.137 -1.022
H -0.306 3.201 3.731
H -2.673 2.240 0.282
H -0.724 -2.288 2.517
H 1.278 2.366 5.656
H -0.218 -7.597 -7.855
H -5.501 -0.780 1.032
H 1.395 -1.212 3.705
H 2.533 3.428 7.500
H -7.098 -3.792 -1.543
H -0.253 2.236 0.492
H -1.185 -3.246 4.681
H 2.304 2.159 3.420
H 4.880 -0.764 -7.199
H -1.107 -1.690 5.447
H 1.607 -3.113 1.521
H 6.242 -4.817 -7.393
H 1.767 -7.276 -9.292
H 3.706 0.429 0.018
H 1.184 -4.519 -5.232
H -3.113 -1.519 1.755
H 0.847 -0.446 2.236
H 3.180 -4.216 -6.655
H -5.174 5.003 0.422
H -2.652 -1.125 4.094
H 1.154 -0.951 0.411
H -9.167 -2.714 2.045
H 4.924 -3.182 -3.666
H -9.007 -4.088 -0.002
H 2.769 4.745 -2.201
H 0.426 0.219 3.848
H 2.939 -4.745 -2.206
H -1.750 4.192 3.673
H -4.250 8.242 4.039
H -2.785 0.005 0.070
H 4.465 -1.020 -4.775
H -0.333 1.740 2.149
H 0.398 -2.459 5.048
H -1.707 0.304 3.783
H 5.762 -2.665 -8.508
H 2.804 2.321 1.325
H 4.807 4.307 7.102
H 4.143 0.695 -2.400
H -7.409 -1.051 2.559
H -1.146 -0.214 0.446
H -6.422 8.291 2.862
H -3.003 4.939 1.606
H 2.461 -2.591 -3.319
H -2.715 2.056 3.033
H 4.586 3.032 3.024
H -2.547 6.563 3.420
H -0.474 4.329 1.172
H 1.574 -0.692 -2.009
H 2.504 -5.009 0.213
H -0.221 4.933 3.311
H 2.345 4.482 0.219
H 5.832 4.114 4.862
H -6.886 6.668 1.058
H -0.513 -6.214 -5.828
H 3.663 2.850 -3.512
*
```

Löwdin atomic charge list, values in e, 99 entries:
1. O 0.142
2. N 0.109
3. N -0.102
4. C -0.104
5. C -0.099
6. C -0.101
7. C -0.085
8. C -0.097
9. C -0.199
10. C -0.190
11. C -0.100
12. C -0.098
13. C -0.111
14. C -0.085
15. C -0.101
16. C -0.103
17. C -0.366
18. C -0.100
19. C -0.092
20. C -0.101
21. C -0.081
22. C -0.095
23. C -0.097
24. C -0.088
25. C -0.097
26. C -0.094
27. C -0.092
28. C -0.090
29. C -0.094
30. C -0.097
31. C -0.096
32. C -0.090
33. C -0.291
34. C -0.096
35. C -0.093
36. C -0.079
37. C -0.103
38. C -0.092
39. C -0.090
40. C -0.091
41. C -0.096
42. C -0.132
43. C -0.092
44. C -0.070
45. C -0.101
46. C -0.116
47. C -0.453
48. C -0.092
49. C -0.088
50. C -0.089
51. C -0.103
52. C -0.102
53. C -0.092
54. C -0.093
55. C -0.091
56. H 0.106
57. H 0.098
58. H 0.097
59. H 0.056
60. H 0.138
61. H 0.125
62. H 0.094
63. H 0.099
64. H 0.062
65. H 0.072
66. H 0.102
67. H 0.097
68. H 0.119
69. H 0.079
70. H 0.072
71. H 0.102
72. H 0.075
73. H 0.096
74. H 0.104
75. H 0.099
76. H 0.102
77. H 0.094
78. H 0.145
79. H 0.040
80. H 0.074
81. H 0.100
82. H 0.118
83. H 0.065
84. H 0.098
85. H 0.091
86. H 0.097
87. H 0.102
88. H 0.062
89. H 0.102
90. H 0.062
91. H 0.098
92. H 0.118
93. H 0.093
94. H 0.092
95. H 0.067
96. H 0.109
97. H 0.103
98. H 0.072
99. H 0.101

***

Molecular formula: C52H63N2O8PS
Method: DFT, wB97M-V/def2-TZVPD

Properties
* molecular weight: 907.123 g/mol
* Kohn-Sham gap: 8.11 eV
* SMILES string: CCOCCc1c(CCCCS(=O)(=O)O)c(C[C@H]2CO2)c([PH2]=N)c2c1C(=O)N(C[C@H](C)O)C2=O.c1ccccc1.c1ccccc1.c1ccccc1.c1ccccc1.c1ccccc1
* HOMO level: -8.838 eV
* LUMO energy: -0.0267 hartree

Geometry as ORCA input:
```
! RIJCOSX wB97M-V def2-TZVPD def2/J DEFGRID3
* xyz 0 1
S 4.586 -3.873 -0.392
P -2.307 -0.030 -0.465
O 3.768 -5.036 -0.594
O 5.094 -3.372 -1.811
O 5.697 -4.015 0.483
O 1.529 -1.358 2.883
O -3.174 2.459 -1.960
O -2.884 5.236 -5.755
O 1.922 4.641 1.174
O 0.320 5.288 -2.409
N -1.654 4.136 -2.495
N -3.127 0.283 0.841
C -5.578 3.023 0.050
C 1.432 2.791 -0.844
C 3.034 4.377 0.341
C 1.178 1.868 -7.848
C -0.105 0.644 7.243
C -0.277 4.304 -2.112
C -4.383 3.940 -4.356
C -1.858 4.133 -3.965
C -1.203 -6.828 0.400
C -1.916 -5.787 0.981
C -0.564 1.554 6.301
C -1.460 1.032 -7.635
C 0.010 -4.364 0.780
C 3.499 -2.602 0.155
C -6.788 3.142 2.124
C -5.742 2.626 1.370
C 1.551 1.539 -0.202
C 2.916 1.095 0.281
C 0.840 0.555 -8.146
C 0.421 0.698 -0.048
C -1.120 2.343 -7.330
C 3.471 -0.099 -0.555
C 2.775 -9.644 1.810
C 4.968 -10.484 1.298
C 3.145 -8.391 1.341
C 0.726 -5.401 0.193
C 0.115 -6.634 0.009
C -0.838 0.415 8.399
C 3.148 4.975 3.286
C -7.668 4.058 1.562
C 2.563 3.778 -0.986
C -0.480 0.137 -8.041
C -1.307 -4.555 1.174
C -3.140 4.821 -4.415
C 0.198 2.762 -7.438
C -2.027 1.098 8.613
C 0.174 3.108 -1.361
C -6.458 3.940 -0.511
C -2.071 2.918 -1.920
C -7.501 4.459 0.244
C 4.128 -1.202 0.306
C 5.339 -9.230 0.832
C -2.487 2.005 7.668
C 4.429 -8.181 0.855
C 0.561 -0.592 0.720
C -1.757 2.232 6.511
C 3.687 -10.691 1.791
C 2.083 4.219 2.511
C -0.834 1.043 -0.591
C -0.918 2.269 -1.249
C 0.922 -0.313 2.192
C 0.160 -1.043 3.211
H -0.370 -1.121 0.827
H -8.484 4.458 2.151
H 1.343 -1.221 0.315
H -1.676 -7.790 0.253
H 0.073 -0.535 4.157
H 3.053 6.050 3.178
H 5.198 -1.255 0.127
H 4.715 -7.202 0.495
H 3.059 4.696 4.335
H -6.918 2.830 3.153
H -2.490 0.707 -7.555
H 2.434 -7.576 1.355
H 2.189 4.605 -1.574
H 1.605 -0.142 -8.462
H 2.206 2.196 -7.936
H -8.184 5.176 -0.194
H -4.764 2.617 -0.540
H 3.399 -11.667 2.159
H -3.006 0.131 -1.662
H -1.040 4.646 -4.460
H 4.233 0.295 -1.220
H 3.525 5.324 0.110
H 0.483 -3.402 0.934
H 0.824 0.113 7.076
H -2.117 2.936 5.772
H 2.717 -2.547 -0.604
H -0.481 -0.295 9.134
H 4.308 -3.176 -2.342
H -5.142 4.264 -5.065
H -0.744 -0.886 -8.277
H -1.863 -3.746 1.635
H -4.146 2.891 -4.512
H 0.672 -7.447 -0.441
H -2.596 0.922 9.517
H -3.204 -0.530 1.439
H 2.303 3.144 2.538
H 1.757 -5.251 -0.118
H -3.314 5.686 -3.773
H -3.672 5.093 -6.283
H 3.617 1.904 0.154
H -1.859 3.106 -4.337
H 5.678 -11.300 1.279
H 1.774 -9.805 2.192
H 0.010 1.737 5.400
H -1.883 3.042 -7.008
H 1.127 4.355 3.010
H -1.815 -1.347 -0.503
H -3.416 2.534 7.834
H -5.051 1.914 1.800
H 2.917 0.852 1.336
H -0.500 -1.832 2.890
H 3.004 -2.935 1.062
H 4.147 4.662 2.986
H 1.211 0.699 2.441
H 4.033 -0.924 1.353
H 0.461 3.785 -7.202
H 3.421 3.378 -1.527
H -6.330 4.253 -1.540
H -2.944 -5.938 1.285
H 3.775 3.770 0.859
H 6.338 -9.068 0.450
H -4.806 3.989 -3.357
H 2.671 -0.494 -1.177
*
```

Löwdin atomic charge list, values in e, 99 entries:
1. S 0.580
2. P 0.776
3. O -0.304
4. O -0.129
5. O -0.243
6. O -0.033
7. O 0.085
8. O -0.041
9. O -0.130
10. O 0.154
11. N 0.086
12. N -0.264
13. C -0.084
14. C -0.058
15. C -0.207
16. C -0.098
17. C -0.102
18. C -0.334
19. C -0.034
20. C -0.079
21. C -0.088
22. C -0.094
23. C -0.109
24. C -0.095
25. C -0.086
26. C -0.247
27. C -0.100
28. C -0.092
29. C -0.083
30. C -0.113
31. C -0.100
32. C -0.122
33. C -0.098
34. C -0.147
35. C -0.096
36. C -0.102
37. C -0.089
38. C -0.080
39. C -0.092
40. C -0.096
41. C -0.070
42. C -0.107
43. C -0.085
44. C -0.099
45. C -0.100
46. C -0.396
47. C -0.092
48. C -0.095
49. C -0.010
50. C -0.093
51. C -0.362
52. C -0.104
53. C -0.180
54. C -0.093
55. C -0.094
56. C -0.081
57. C -0.084
58. C -0.093
59. C -0.103
60. C -0.272
61. C -0.180
62. C -0.069
63. C -0.304
64. C -0.047
65. H 0.056
66. H 0.096
67. H 0.090
68. H 0.102
69. H 0.098
70. H 0.082
71. H 0.111
72. H 0.083
73. H 0.077
74. H 0.096
75. H 0.100
76. H 0.084
77. H 0.099
78. H 0.099
79. H 0.099
80. H 0.096
81. H 0.065
82. H 0.098
83. H 0.010
84. H 0.130
85. H 0.113
86. H 0.130
87. H 0.070
88. H 0.100
89. H 0.102
90. H 0.093
91. H 0.101
92. H 0.101
93. H 0.082
94. H 0.100
95. H 0.091
96. H 0.080
97. H 0.103
98. H 0.101
99. H -0.041

***

Molecular formula: C52H64NO29PS2
Method: DFT, wB97M-V/def2-TZVPD

Properties
* molecular weight: 1262.170 g/mol
* Kohn-Sham gap: 7.23 eV
* SMILES string: CCCCCCCc1cc(P(O)(O)=S)cc2c1Nc1ccc(-c3ccccc3)cc1S2.O=C1OCCO1.O=C1OCCO1.O=C1OCCO1.O=C1OCCO1.O=C1OCCO1.O=C1OCCO1.O=C1OCCO1.O=C1OCCO1.O=C1OCCO1
* HOMO level: -7.623 eV
* LUMO energy: -0.0146 hartree

Geometry as ORCA input:
```
! RIJCOSX wB97M-V def2-TZVPD def2/J DEFGRID3
* xyz 0 1
S -0.236 1.413 2.752
S -3.515 0.190 -3.427
P -2.551 1.621 -2.510
O 6.123 -1.673 -2.586
O -3.719 2.677 -1.952
O -6.370 6.741 -6.639
O -7.036 7.731 -12.879
O -5.890 -7.870 2.933
O -0.401 -6.428 -0.068
O -4.455 6.921 -5.458
O 2.850 4.475 -7.250
O 6.223 -3.703 -3.540
O 1.574 -5.339 -0.138
O -5.644 -6.328 -1.361
O -7.842 -8.952 2.691
O -5.548 -4.433 -0.136
O 4.081 4.708 1.799
O 1.168 -7.061 -1.541
O 4.340 3.702 -5.739
O -6.815 -8.925 4.702
O -5.760 5.115 -5.198
O -8.526 7.997 -11.203
O 4.504 -2.319 -4.018
O 1.922 5.100 1.322
O 3.406 4.827 -0.351
O 4.116 -0.072 13.785
O -1.595 2.345 -3.692
O 6.269 -0.469 14.282
O -4.926 -4.400 -2.291
O 5.618 -0.354 12.124
O -6.375 7.568 -10.727
O 3.163 2.263 -7.018
N 0.742 -1.570 1.756
C 3.531 3.500 -6.587
C 2.367 1.307 9.461
C -1.291 1.370 0.148
C -0.001 -0.718 0.890
C -4.540 4.838 -4.513
C 5.361 -0.303 13.284
C -1.020 -0.527 -1.477
C 0.637 0.156 3.709
C 3.162 4.877 0.810
C 2.017 -1.786 5.363
C 2.617 -1.306 8.262
C -0.264 -1.259 -0.483
C -5.601 6.300 -5.840
C 3.408 2.117 -2.641
C 1.816 -2.700 -1.333
C 0.301 -2.665 -0.853
C -6.166 -7.906 1.534
C 1.694 -0.480 5.959
C 7.472 -3.499 -2.886
C 7.168 -2.381 -1.927
C -0.524 0.618 1.155
C -5.396 -5.163 -1.273
C -4.976 -3.040 -1.859
C 5.628 -0.112 15.504
C 0.850 -6.196 -0.544
C 0.983 0.477 5.104
C 0.151 -8.059 -1.576
C 2.025 2.427 -7.858
C 2.708 3.435 -3.177
C 2.319 -0.282 -2.302
C -6.845 -8.613 3.554
C -7.287 7.762 -11.716
C 1.667 -2.089 3.990
C 2.157 3.850 -8.327
C -8.465 7.729 -9.804
C -7.636 -8.210 1.491
C -1.023 -7.362 -0.948
C -4.939 -3.162 -0.363
C 0.974 -1.122 3.101
C -3.937 6.203 -4.341
C 2.887 0.223 10.292
C 1.994 4.846 2.718
C -7.007 7.908 -9.493
C 2.612 -1.354 -1.169
C 2.422 1.212 -1.763
C 3.450 5.050 3.029
C 3.019 -1.093 9.660
C 1.978 1.107 8.067
C 2.088 -0.220 7.415
C 4.172 -0.312 15.188
C -1.566 0.815 -1.174
C 5.518 -2.544 -3.439
H -8.252 -7.307 1.523
H 3.685 6.089 3.274
H 2.043 1.713 -8.681
H -7.916 -8.797 0.618
H 3.865 1.566 -3.504
H 2.760 3.939 -9.234
H -4.131 -2.475 -2.252
H 3.709 -1.619 -1.258
H -6.756 8.942 -9.241
H 2.556 -2.587 5.927
H 1.665 3.820 2.904
H 7.799 -4.407 -2.381
H 2.055 3.187 -4.059
H -1.189 -1.008 -2.474
H -1.625 -6.814 -1.677
H -4.731 4.342 -3.563
H -3.920 -3.183 0.032
H 5.970 -0.745 16.321
H -3.924 4.184 -5.137
H 2.504 -0.848 -0.174
H 0.745 1.473 5.544
H 2.276 2.311 9.929
H 1.192 4.327 -8.495
H 4.266 2.467 -1.994
H -5.923 -6.955 1.065
H -5.494 -2.369 0.135
H -5.903 -2.588 -2.220
H 1.351 5.531 3.271
H 6.797 -2.745 -0.965
H -9.099 8.418 -9.248
H 1.121 2.264 -7.266
H 5.867 0.929 15.737
H 2.357 -3.489 -0.760
H -8.809 6.707 -9.624
H -4.267 6.695 -3.421
H -1.670 -8.044 -0.397
H -0.385 -3.129 -1.614
H 1.593 1.930 7.416
H -0.049 -8.375 -2.599
H -2.848 6.185 -4.360
H 2.057 3.919 -2.395
H -3.270 3.354 -1.404
H 3.179 0.310 11.359
H 2.834 1.247 -0.715
H 1.832 -3.018 -2.410
H 3.469 4.207 -3.471
H 1.578 -1.965 1.326
H 3.837 -1.334 15.385
H 0.484 -8.924 -0.997
H -5.562 -8.693 1.075
H 1.421 1.723 -1.769
H -0.711 2.559 -3.328
H 8.027 -1.734 -1.753
H 3.138 -0.374 -3.072
H 3.801 4.409 3.837
H -1.675 2.391 0.396
H 3.431 -1.958 10.240
H 1.340 -0.486 -2.810
H 2.735 -2.358 7.898
H 0.196 -3.294 0.080
H 1.935 -3.098 3.580
H 8.219 -3.218 -3.633
H 3.528 0.381 15.728
H -6.668 7.256 -8.690
*
```

Löwdin atomic charge list, values in e, 99 entries:
1. S 0.960
2. S 0.285
3. P 0.321
4. O 0.052
5. O -0.244
6. O 0.145
7. O 0.156
8. O 0.061
9. O 0.064
10. O 0.069
11. O 0.061
12. O 0.065
13. O 0.133
14. O 0.144
15. O 0.059
16. O 0.054
17. O 0.066
18. O 0.071
19. O 0.154
20. O 0.159
21. O 0.075
22. O 0.057
23. O 0.161
24. O 0.060
25. O 0.166
26. O 0.046
27. O -0.244
28. O 0.066
29. O 0.067
30. O 0.163
31. O 0.062
32. O 0.060
33. N 0.074
34. C -0.563
35. C -0.077
36. C -0.089
37. C -0.156
38. C -0.125
39. C -0.554
40. C -0.070
41. C -0.422
42. C -0.548
43. C -0.028
44. C -0.033
45. C -0.125
46. C -0.540
47. C -0.226
48. C -0.175
49. C -0.144
50. C -0.129
51. C -0.152
52. C -0.129
53. C -0.128
54. C -0.411
55. C -0.559
56. C -0.129
57. C -0.128
58. C -0.540
59. C -0.038
60. C -0.124
61. C -0.130
62. C -0.135
63. C -0.173
64. C -0.560
65. C -0.561
66. C 0.000
67. C -0.131
68. C -0.127
69. C -0.125
70. C -0.123
71. C -0.117
72. C -0.204
73. C -0.126
74. C -0.067
75. C -0.138
76. C -0.128
77. C -0.192
78. C -0.180
79. C -0.127
80. C -0.064
81. C -0.031
82. C -0.152
83. C -0.127
84. C -0.312
85. C -0.555
86. H 0.135
87. H 0.134
88. H 0.134
89. H 0.135
90. H 0.099
91. H 0.134
92. H 0.088
93. H 0.103
94. H 0.138
95. H 0.097
96. H 0.099
97. H 0.134
98. H 0.061
99. H 0.089

***

Question: Among the records above, which one has the lowest molecular weight?
Answer: C52H62N2O

***

Question: Which of these has the lowest HOMO level?
Answer: C52H62N2O

***

Question: Which of these has the lowest HOMO level?
Answer: C52H62N2O